# 1
Molecular formula: C53H48N2O3P2SSm
Method: DFT, ωB97M-V/def2-TZVPD

Positions of all 110 atoms, in Å:
Sm1 -0.29 -0.89 -0.34
C1 3.04 -1.35 1.87
C2 2.11 -0.77 2.93
P1 0.26 -1.18 2.62
C3 -0.56 -0.16 3.86
C4 -0.03 1.03 4.40
C5 -0.61 1.55 5.55
C6 -1.79 1.01 6.10
C7 -2.37 -0.11 5.49
C8 -1.72 -0.73 4.43
C9 0.13 -2.83 3.40
C10 0.15 -3.09 4.79
C11 0.22 -4.40 5.32
C12 0.23 -5.47 4.46
C13 0.12 -5.26 3.08
C14 0.11 -3.95 2.55
P2 2.63 -0.69 0.17
C15 3.30 0.97 0.16
C16 2.36 1.99 0.36
C17 2.76 3.26 0.70
C18 4.12 3.58 0.69
C19 5.05 2.61 0.33
C20 4.65 1.29 0.25
C21 3.73 -1.70 -0.85
C22 3.75 -3.09 -0.70
C23 4.65 -3.86 -1.40
C24 5.57 -3.26 -2.30
C25 5.45 -1.90 -2.57
C26 4.57 -1.11 -1.83
H1 2.90 -2.44 1.85
H2 4.08 -1.13 2.00
H3 2.20 0.31 3.00
H4 2.29 -1.15 3.97
H5 0.82 1.53 3.94
H6 -0.06 2.37 5.99
H7 -2.23 1.53 6.97
H8 -3.31 -0.48 5.87
H9 -2.14 -1.64 4.01
H10 0.23 -2.27 5.50
H11 0.18 -4.57 6.39
H12 0.35 -6.46 4.88
H13 0.15 -6.13 2.43
H14 0.14 -3.84 1.46
H15 1.30 1.75 0.34
H16 2.02 4.02 0.94
H17 4.38 4.59 0.97
H18 6.10 2.81 0.20
H19 5.39 0.49 0.12
H20 3.09 -3.63 0.00
H21 4.71 -4.90 -1.09
H22 6.33 -3.90 -2.81
H23 6.07 -1.39 -3.26
H24 4.49 -0.01 -2.06
O1 2.61 3.37 -5.99
C27 1.66 2.44 -6.29
O2 1.05 2.58 -7.34
C28 1.50 1.29 -5.31
C29 0.81 0.17 -5.80
C30 0.27 -0.77 -4.95
C31 0.38 -0.63 -3.54
C32 1.11 0.46 -3.06
C33 1.78 1.33 -3.92
N1 -0.25 -1.47 -2.64
C34 -0.83 -2.63 -2.96
C35 -1.65 -3.32 -2.02
C36 -2.36 -4.50 -2.33
C37 -3.16 -5.12 -1.34
C38 -3.25 -4.53 -0.05
C39 -2.47 -3.42 0.19
N2 -1.70 -2.84 -0.73
H25 2.97 3.29 -5.09
H26 0.69 0.08 -6.87
H27 -0.26 -1.65 -5.34
H28 1.13 0.69 -1.96
H29 2.42 2.06 -3.42
H30 -0.65 -3.12 -3.96
H31 -2.31 -4.92 -3.32
H32 -3.70 -6.03 -1.61
H33 -3.84 -4.97 0.75
H34 -2.39 -3.05 1.20
O3 -1.43 0.95 -0.26
S1 -2.59 1.22 -1.42
C40 -4.07 0.51 -0.63
C41 -4.59 1.32 0.51
C42 -5.66 2.21 0.33
C43 -6.05 3.03 1.38
C44 -5.53 2.79 2.64
C45 -4.55 1.80 2.89
C46 -4.10 1.04 1.83
C47 -2.85 3.03 -1.24
C48 -1.87 3.86 -1.98
C49 -1.05 4.74 -1.25
C50 -0.13 5.57 -1.89
C51 0.11 5.44 -3.27
C52 -0.67 4.59 -4.01
C53 -1.64 3.77 -3.38
H35 -3.74 -0.46 -0.31
H36 -4.80 0.47 -1.43
H37 -6.10 2.30 -0.69
H38 -6.80 3.81 1.30
H39 -5.81 3.43 3.44
H40 -4.23 1.64 3.91
H41 -3.38 0.25 2.05
H42 -2.83 3.22 -0.16
H43 -3.85 3.21 -1.66
H44 -1.07 4.78 -0.16
H45 0.42 6.23 -1.28
H46 0.93 5.99 -3.69
H47 -0.54 4.52 -5.08
H48 -2.17 3.05 -3.97

* ⟨S²⟩: 8.7583
* LUMO energy (alpha / beta): -0.35621 / -0.35518 hartree
* total charge: +3
* energy above the lowest of the compared OMol25 structures with the same formula, charge and spin: 0.0 kcal per mole
* orbital gap (alpha / beta): 5.82 / 5.85 eV
* multiplicity: 6
* highest occupied orbital energy (alpha / beta): -0.57022 / -0.57018 hartree



# 2
Molecular formula: C4H30NO12
Method: DFT, ωB97M-V/def2-TZVPD

Positions of all 47 atoms, in Å:
C1 -0.97 0.47 -0.64
C2 -1.69 0.97 0.66
C3 -2.89 0.14 1.07
C4 -2.42 -1.21 1.44
O1 -3.46 -2.00 1.70
O2 -1.26 -1.59 1.58
N1 0.49 0.36 -0.25
H1 -1.37 -0.49 -0.96
H2 -0.99 1.31 -1.35
H3 -1.92 2.03 0.49
H4 -1.03 1.03 1.54
H5 -3.65 0.04 0.29
H6 -3.38 0.67 1.89
H7 -3.26 -2.88 2.08
H8 1.10 0.02 -0.99
H9 0.93 1.27 -0.17
H10 0.50 -0.05 0.72
H11 -0.09 4.89 -2.07
H12 0.66 3.55 -1.73
O3 -0.17 4.06 -1.58
H13 1.82 -3.56 -3.40
H14 2.51 -2.20 -3.57
O4 2.55 -3.02 -3.08
H15 -2.46 3.03 -3.54
H16 -1.39 3.23 -2.30
O5 -1.85 2.62 -2.92
H17 -0.44 -3.27 1.66
H18 0.57 -3.42 2.83
O6 0.31 -3.80 1.99
H19 3.25 -0.24 0.77
H20 4.21 -0.81 1.84
O7 3.35 -1.00 1.42
H21 3.14 3.55 -1.84
H22 3.51 3.55 -0.43
O8 2.93 3.05 -1.03
H23 -0.62 1.38 -3.50
H24 -0.56 0.20 -4.50
O9 -0.02 0.70 -3.87
H25 -1.98 1.35 4.17
H26 -1.69 -0.24 4.33
O10 -1.66 0.54 3.77
H27 0.61 -0.37 2.97
H28 1.73 -1.36 2.48
O11 1.23 -0.56 2.24
H29 2.85 -1.82 -0.97
H30 3.37 -0.75 -1.89
O12 2.75 -0.87 -1.15

* ⟨S²⟩: 0.7569
* LUMO energy (alpha / beta): -0.21279 / -0.47564 hartree
* total charge: +2
* energy above the lowest of the compared OMol25 structures with the same formula, charge and spin: 27.9 kcal per mole
* orbital gap (alpha / beta): 10.21 / 3.06 eV
* multiplicity: 2
* highest occupied orbital energy (alpha / beta): -0.58811 / -0.58805 hartree



# 3
Molecular formula: C9H16AsN2S4Tc
Method: DFT, ωB97M-V/def2-TZVPD

Positions of all 33 atoms, in Å:
Tc1 -0.64 -0.82 1.21
S1 -0.19 -4.01 2.56
As1 -2.65 -3.15 3.09
S2 -2.33 -0.64 2.57
S3 0.71 -2.64 1.53
S4 -2.86 -3.30 5.08
C1 -1.07 -0.29 -4.29
N1 -1.32 -0.72 -2.93
C2 -2.17 -1.71 -2.55
C3 -2.08 -1.80 -1.19
N2 -1.19 -0.86 -0.75
C4 -0.76 -0.22 -1.84
H1 -1.83 -0.71 -4.95
H2 -0.09 -0.64 -4.62
H3 -1.10 0.79 -4.36
H4 -2.77 -2.28 -3.24
H5 -2.64 -2.43 -0.53
H6 -0.06 0.59 -1.82
C5 1.48 3.01 0.68
C6 1.43 1.52 1.05
C7 2.00 1.35 2.49
C8 2.25 0.66 0.08
C9 0.08 1.03 1.28
H7 2.52 3.33 0.58
H8 1.01 3.62 1.44
H9 0.98 3.19 -0.27
H10 2.95 1.87 2.52
H11 2.15 0.30 2.72
H12 1.36 1.79 3.25
H13 3.31 0.89 0.20
H14 1.99 0.87 -0.95
H15 2.11 -0.41 0.28
H16 -0.58 1.83 1.65

* LUMO energy (alpha / beta): -0.35216 / -0.35219 hartree
* total charge: +2
* energy above the lowest of the compared OMol25 structures with the same formula, charge and spin: 20.6 kcal per mole
* orbital gap (alpha / beta): 5.78 / 5.78 eV
* highest occupied orbital energy (alpha / beta): -0.56464 / -0.56470 hartree



# 4
Molecular formula: C26H63BF3InN8O8P
Method: DFT, ωB97M-V/def2-TZVPD

Positions of all 111 atoms, in Å:
C1 -3.77 0.34 2.10
C2 -4.77 1.07 1.12
C3 -4.59 0.73 -0.42
C4 -3.09 0.63 -0.94
C5 -3.10 -0.42 -2.18
In1 -1.28 -0.30 -3.51
C6 0.48 0.56 -2.40
C7 0.33 2.14 -2.15
C8 1.53 2.98 -2.72
F1 1.29 3.33 -4.04
F2 2.77 2.36 -2.62
F3 1.65 4.16 -1.93
B1 -0.70 -2.46 -4.10
N1 0.73 -2.93 -4.07
O1 -1.67 -3.46 -4.55
P1 -1.98 1.03 -5.58
N2 -0.75 0.70 -6.83
O2 -1.97 2.74 -5.26
H1 -2.76 0.86 1.99
H2 -4.04 0.44 3.20
H3 -3.59 -0.74 1.80
H4 -4.78 2.19 1.31
H5 -5.82 0.71 1.40
H6 -5.07 1.59 -1.00
H7 -5.14 -0.20 -0.76
H8 -2.35 0.21 -0.20
H9 -2.68 1.60 -1.37
H10 -4.06 -0.16 -2.76
H11 -3.26 -1.46 -1.76
H12 0.51 0.07 -1.37
H13 1.46 0.31 -2.89
H14 -0.67 2.47 -2.54
H15 0.32 2.32 -1.03
H16 0.79 -3.91 -4.41
H17 1.05 -2.94 -3.09
H18 -1.83 -4.05 -3.79
H19 -1.30 0.42 -7.65
H20 -0.28 1.59 -7.07
H21 -1.24 2.93 -4.66
C9 6.72 1.93 -0.86
O3 7.60 1.66 -0.06
N3 6.82 1.78 -2.20
C10 5.74 2.14 -3.10
C11 8.05 1.25 -2.76
H22 5.75 2.35 -0.54
H23 5.43 1.25 -3.66
H24 6.09 2.90 -3.80
H25 4.88 2.52 -2.55
H26 8.23 0.26 -2.34
H27 8.88 1.90 -2.48
H28 7.98 1.19 -3.84
C12 -8.10 -0.97 2.45
O4 -7.14 -0.52 1.85
N4 -9.30 -0.35 2.57
C13 -10.40 -0.94 3.30
C14 -9.49 0.95 1.94
H29 -8.06 -1.94 2.96
H30 -11.25 -1.08 2.62
H31 -10.69 -0.27 4.11
H32 -10.12 -1.91 3.71
H33 -9.32 0.86 0.87
H34 -8.76 1.66 2.35
H35 -10.50 1.32 2.12
C15 9.39 -3.10 0.55
O5 9.09 -4.20 0.98
N5 9.17 -1.92 1.18
C16 9.57 -0.65 0.59
C17 8.53 -1.93 2.47
H36 9.89 -2.98 -0.43
H37 10.27 -0.15 1.27
H38 8.68 -0.02 0.47
H39 10.04 -0.79 -0.38
H40 9.13 -2.52 3.17
H41 7.54 -2.39 2.38
H42 8.42 -0.91 2.85
C18 -0.01 -0.22 2.27
O6 0.45 -0.21 1.15
N6 0.36 -1.09 3.25
C19 -0.23 -1.05 4.57
C20 1.37 -2.09 2.97
H43 -0.78 0.49 2.59
H44 0.55 -0.87 5.31
H45 -0.72 -2.00 4.78
H46 -0.98 -0.25 4.64
H47 2.29 -1.59 2.67
H48 1.03 -2.72 2.14
H49 1.55 -2.71 3.85
C21 -6.60 4.28 0.63
O7 -7.34 3.32 0.60
N7 -6.61 5.26 1.57
C22 -5.68 6.37 1.54
C23 -7.58 5.18 2.65
H50 -5.82 4.42 -0.14
H51 -5.08 6.37 2.45
H52 -6.24 7.30 1.47
H53 -5.01 6.29 0.68
H54 -7.43 4.25 3.20
H55 -8.58 5.18 2.22
H56 -7.46 6.03 3.32
C24 3.85 -4.30 0.92
O8 2.69 -4.46 0.62
N8 4.85 -5.20 0.74
C25 6.22 -4.93 1.12
C26 4.52 -6.49 0.15
H57 4.20 -3.35 1.38
H58 6.86 -5.00 0.24
H59 6.54 -5.67 1.86
H60 6.32 -3.94 1.55
H61 4.10 -6.33 -0.84
H62 3.78 -6.99 0.77
H63 5.42 -7.11 0.07

* LUMO energy: 0.07449 hartree
* total charge: -1
* orbital gap: 5.11 eV
* highest occupied orbital energy: -0.11319 hartree



# 5
Molecular formula: C5H13N2P
Method: DFT, ωB97M-V/def2-TZVPD

Positions of all 21 atoms, in Å:
C1 1.07 -0.84 0.85
C2 -0.12 0.20 1.08
C3 0.48 1.50 1.64
C4 -1.76 1.22 -0.35
C5 0.50 -1.10 -2.49
N1 0.49 -2.07 0.22
N2 -0.57 0.45 -0.25
P1 -0.53 -1.68 -1.05
H1 1.69 -0.26 0.15
H2 1.67 -1.01 1.72
H3 -0.72 -0.30 1.88
H4 1.09 2.03 0.96
H5 1.05 1.18 2.49
H6 -0.25 2.22 2.01
H7 -2.61 0.90 -1.05
H8 -2.38 1.26 0.62
H9 -1.35 2.34 -0.69
H10 1.56 -0.92 -2.38
H11 0.04 -0.35 -3.06
H12 0.45 -2.08 -3.18
H13 0.20 -2.69 0.90

* LUMO energy: 0.03441 hartree
* energy above the lowest of the compared OMol25 structures with the same formula, charge and spin: 30.6 kcal per mole
* orbital gap: 8.74 eV
* highest occupied orbital energy: -0.28661 hartree



# 6
Molecular formula: C4H5N3S
Method: DFT, ωB97M-V/def2-TZVPD

Positions of all 13 atoms, in Å:
C1 0.77 1.93 -0.13
C2 0.28 0.64 0.08
C3 0.29 -0.08 1.21
C4 -0.70 -1.29 -1.03
H1 1.23 2.31 0.78
H2 0.89 0.25 2.08
H3 -1.01 -1.59 2.33
H4 -0.80 -1.96 -1.97
H5 0.32 0.12 -2.20
N1 -0.51 -1.22 1.36
N2 -0.95 -1.88 0.15
N3 -0.35 -0.01 -1.13
S1 0.55 2.78 -1.53

* LUMO energy: -0.02402 hartree
* energy above the lowest of the compared OMol25 structures with the same formula, charge and spin: 101.4 kcal per mole
* orbital gap: 6.83 eV
* SMILES: S=CC1=CNN=CN1
* highest occupied orbital energy: -0.27501 hartree



# 7
Molecular formula: C9H18N3
Method: DFT, ωB97M-V/def2-TZVPD

Positions of all 30 atoms, in Å:
C1 1.41 2.41 -1.18
C2 -0.50 -2.79 -0.78
C3 -0.64 -2.15 0.68
C4 0.43 -1.89 -1.47
C5 0.80 -1.67 1.01
C6 1.26 -1.06 -0.30
C7 -0.72 2.48 -0.04
C8 -2.15 2.24 -0.37
C9 -0.49 2.38 1.40
N1 0.18 2.62 -0.88
N2 1.91 1.22 -0.91
N3 1.08 0.35 -0.18
H1 2.05 3.19 -1.59
H2 -0.13 -3.83 -0.56
H3 -1.51 -2.74 -1.33
H4 -1.40 -1.37 0.62
H5 -1.12 -2.81 1.46
H6 1.18 -2.27 -2.14
H7 -0.17 -1.20 -2.06
H8 0.92 -1.00 1.92
H9 1.44 -2.58 1.21
H10 2.34 -1.13 -0.40
H11 -2.34 1.14 -0.59
H12 -2.43 2.79 -1.23
H13 -2.77 2.61 0.37
H14 0.52 2.52 1.65
H15 -1.02 1.53 1.75
H16 -0.99 3.19 1.95
H17 2.67 0.81 -1.46
H18 0.18 0.73 -0.08

* LUMO energy: -0.13456 hartree
* total charge: +1
* energy above the lowest of the compared OMol25 structures with the same formula, charge and spin: 54.0 kcal per mole
* orbital gap: 8.74 eV
* SMILES: CC(C)=N/C=[NH+]\NC1CCCC1
* highest occupied orbital energy: -0.45573 hartree



# 8
Molecular formula: C24H66B2F8O10V2
Method: DFT, ωB97M-V/def2-TZVPD

Positions of all 112 atoms, in Å:
V1 -25.29 14.11 8.12
V2 -22.15 14.26 9.05
O1 -23.98 13.38 9.69
H1 -24.21 12.82 10.45
O2 -23.45 14.88 7.43
H2 -23.39 15.77 7.03
B1 -26.53 16.26 9.17
F1 -26.40 17.33 10.03
F2 -25.72 16.32 8.04
F3 -26.16 15.18 9.87
F4 -27.85 16.12 8.83
B2 -20.90 11.92 7.93
F5 -20.45 12.70 8.97
F6 -19.96 11.88 6.96
F7 -21.08 10.67 8.42
F8 -22.07 12.44 7.41
C1 -17.91 11.68 11.38
C2 -17.75 10.28 10.74
C3 -17.46 10.25 9.27
O3 -16.79 9.52 11.42
H3 -18.08 11.56 12.45
H4 -18.76 12.26 11.01
H5 -17.00 12.26 11.22
H6 -18.76 9.88 10.81
H7 -16.48 10.68 9.08
H8 -18.26 10.76 8.72
H9 -17.42 9.20 8.98
H10 -16.89 8.60 11.15
C4 -24.22 10.86 5.15
C5 -24.85 10.93 6.55
C6 -24.29 9.87 7.53
O4 -24.49 12.18 7.00
H11 -23.13 10.95 5.18
H12 -24.51 11.75 4.60
H13 -24.46 9.95 4.61
H14 -25.94 10.96 6.58
H15 -24.25 8.89 7.06
H16 -25.00 9.76 8.35
H17 -23.30 10.11 7.93
H18 -23.54 12.19 6.87
C7 -22.74 13.90 3.81
C8 -21.41 14.48 4.23
C9 -20.72 15.20 3.08
O5 -21.67 15.39 5.35
H19 -23.44 14.72 3.66
H20 -23.05 13.30 4.67
H21 -22.67 13.17 3.00
H22 -20.81 13.65 4.60
H23 -20.45 14.44 2.35
H24 -19.80 15.69 3.40
H25 -21.32 16.00 2.65
H26 -22.42 15.00 5.81
C10 -23.37 18.32 8.75
C11 -22.32 17.65 9.56
C12 -21.90 18.54 10.71
O6 -22.73 16.38 10.06
H27 -24.22 18.59 9.36
H28 -23.76 17.68 7.96
H29 -22.84 19.14 8.27
H30 -21.47 17.48 8.89
H31 -21.59 19.49 10.27
H32 -21.10 18.16 11.35
H33 -22.72 18.81 11.37
H34 -23.31 16.58 10.80
C13 -21.08 9.62 13.00
C14 -21.78 9.91 11.69
C15 -23.26 10.23 11.80
O7 -21.19 11.12 11.22
H35 -20.01 9.49 12.84
H36 -21.50 8.70 13.41
H37 -21.26 10.37 13.77
H38 -21.55 9.12 10.98
H39 -23.68 10.22 10.80
H40 -23.59 11.18 12.23
H41 -23.81 9.55 12.46
H42 -21.25 11.09 10.26
C16 -22.53 14.49 13.07
C17 -21.12 14.65 12.41
C18 -20.02 14.07 13.28
O8 -21.22 14.01 11.17
H43 -23.34 14.72 12.38
H44 -22.67 15.22 13.88
H45 -22.71 13.52 13.53
H46 -20.95 15.71 12.21
H47 -19.03 14.13 12.83
H48 -20.23 13.05 13.62
H49 -19.99 14.63 14.21
H50 -21.18 13.08 11.41
C19 -18.80 15.66 9.45
C20 -19.26 15.66 8.02
C21 -18.40 14.72 7.16
O9 -20.61 15.28 7.93
H51 -18.74 14.64 9.83
H52 -19.49 16.19 10.10
H53 -17.80 16.09 9.44
H54 -19.20 16.67 7.61
H55 -18.30 13.73 7.61
H56 -17.41 15.16 7.04
H57 -18.80 14.51 6.17
H58 -20.78 15.26 6.99
C22 -25.71 18.42 13.87
C23 -25.29 17.06 13.27
C24 -26.44 15.99 13.18
O10 -24.67 17.14 12.02
H59 -24.85 19.08 13.90
H60 -26.08 18.34 14.90
H61 -26.50 18.89 13.29
H62 -24.55 16.76 14.01
H63 -26.94 15.90 14.14
H64 -25.95 15.04 12.97
H65 -27.11 16.24 12.36
H66 -25.36 17.19 11.35

* ⟨S²⟩: 12.0070
* LUMO energy (alpha / beta): -0.00782 / -0.01556 hartree
* orbital gap (alpha / beta): 7.31 / 9.36 eV
* multiplicity: 7
* highest occupied orbital energy (alpha / beta): -0.27654 / -0.35960 hartree



Calculated E_tot (eV), listed in the same order as above: -112156.8495, -30676.8242, -118933.4038, -79576.9014, -17662.4624, -19530.4858, -14086.1559, -120917.8604